#1
{"formula": "C3H2ClN3", "method": "ωB97M-V/def2-TZVPD", "charge": 0, "e_homo_ev": -10.03, "lumo_ev": -0.58, "orbital_gap_ev": 9.45, "spin_multiplicity": 1, "species": ["Cl", "C", "C", "N", "C", "N", "N", "H", "H"], "positions_angstrom": [[-2.195, -0.019, -0.105], [-0.470, 0.066, 0.076], [0.286, 1.188, 0.216], [1.605, 1.159, -0.059], [2.146, -0.017, -0.180], [1.475, -1.315, 0.011], [0.136, -1.144, 0.225], [-0.094, 2.157, 0.322], [3.135, -0.157, -0.442]]}



#2
{"formula": "C3H2ClN3", "method": "ωB97M-V/def2-TZVPD", "charge": 0, "e_homo_ev": -9.83, "lumo_ev": -0.36, "orbital_gap_ev": 9.47, "spin_multiplicity": 1, "species": ["Cl", "C", "C", "N", "C", "N", "N", "H", "H"], "positions_angstrom": [[-2.806, -0.249, -0.091], [-1.151, -0.167, 0.019], [-0.402, 1.006, 0.101], [0.916, 0.943, -0.126], [1.449, -0.307, -0.148], [0.771, -1.459, 0.018], [-0.535, -1.341, 0.045], [-0.837, 2.030, 0.279], [2.595, -0.455, -0.097]]}



Relative to the most stable one, in kJ/mol, the structures come out at #1 46.8; #2 0.0.



#1
{"formula": "CH2O4S", "method": "ωB97M-V/def2-TZVPD", "charge": 0, "e_homo_ev": [-10.33, -10.33], "lumo_ev": [-1.25, -1.25], "orbital_gap_ev": [9.08, 9.08], "spin_multiplicity": 1, "species": ["C", "O", "O", "O", "O", "S", "H", "H"], "positions_angstrom": [[-0.878, -0.332, -0.537], [-2.231, 1.356, 2.282], [-0.377, 2.568, 1.386], [-1.505, 0.596, -0.609], [1.155, -0.079, -0.071], [-1.793, 2.358, 1.375], [-1.117, -1.464, -0.707], [0.752, 0.636, 0.507]]}



#2
{"formula": "CH2O4S", "method": "ωB97M-V/def2-TZVPD", "charge": 0, "e_homo_ev": -10.69, "lumo_ev": 0.50, "orbital_gap_ev": 11.19, "spin_multiplicity": 1, "species": ["C", "O", "O", "O", "O", "S", "H", "H"], "positions_angstrom": [[-0.239, 1.384, 0.418], [0.205, -1.916, -1.076], [0.820, -0.548, 1.012], [-1.178, 0.138, -0.171], [0.433, 1.998, -0.312], [-0.294, -1.175, 0.334], [-0.613, 1.660, 1.382], [0.866, -1.541, -1.587]]}



Relative to the most stable one, in kJ/mol, the structures come out at #1 182.2; #2 0.0.



#1
{"formula": "C4H10NOS", "method": "ωB97M-V/def2-TZVPD", "charge": 1, "e_homo_ev": -12.95, "lumo_ev": -3.98, "orbital_gap_ev": 8.97, "spin_multiplicity": 1, "species": ["N", "C", "C", "O", "C", "C", "S", "H", "H", "H", "H", "H", "H", "H", "H", "H", "H"], "positions_angstrom": [[-1.897, 1.465, -0.720], [-0.799, 0.561, -0.113], [-1.240, -0.878, -0.203], [-1.678, -1.326, -1.228], [0.598, 0.959, -0.632], [1.638, -0.132, -0.251], [1.666, -0.435, 1.546], [-2.564, 1.708, 0.007], [-1.420, 2.283, -1.099], [-2.324, 0.935, -1.488], [-0.733, 0.867, 0.929], [-0.916, -1.546, 0.609], [0.987, 1.808, -0.072], [0.558, 1.026, -1.716], [1.571, -1.034, -0.842], [2.592, 0.362, -0.443], [1.649, -1.773, 1.526]]}



#2
{"formula": "C4H10NOS", "method": "ωB97M-V/def2-TZVPD", "charge": 1, "e_homo_ev": -13.88, "lumo_ev": -4.06, "orbital_gap_ev": 9.82, "spin_multiplicity": 1, "species": ["C", "C", "C", "C", "N", "O", "S", "H", "H", "H", "H", "H", "H", "H", "H", "H", "H"], "positions_angstrom": [[0.566, 1.004, 0.829], [0.936, -0.292, 1.647], [-1.034, -0.505, 0.124], [-2.149, -0.903, -0.777], [-0.689, 0.761, 0.246], [1.749, 0.132, -1.539], [-0.327, -1.588, 1.248], [0.614, 1.925, 1.439], [1.307, 1.188, 0.049], [1.958, -0.535, 1.400], [0.979, 0.001, 2.801], [-2.736, -0.052, -1.099], [-2.612, -1.792, -0.565], [-1.487, -1.081, -1.721], [-1.072, 1.516, -0.203], [1.400, 0.493, -2.346], [2.597, -0.273, -1.535]]}



#3
{"formula": "C4H10NOS", "method": "ωB97M-V/def2-TZVPD", "charge": 1, "e_homo_ev": -13.68, "lumo_ev": -3.10, "orbital_gap_ev": 10.58, "spin_multiplicity": 1, "species": ["C", "S", "C", "O", "N", "C", "C", "H", "H", "H", "H", "H", "H", "H", "H", "H", "H"], "positions_angstrom": [[-2.271, -0.492, 0.824], [-1.603, -0.537, -0.987], [-0.390, 0.733, -0.875], [-0.769, 1.906, -0.278], [0.941, 0.283, 0.132], [1.307, -1.156, 0.322], [2.152, -0.224, -0.487], [-2.545, 0.515, 0.975], [-1.535, -0.775, 1.580], [-3.052, -1.310, 0.720], [0.160, 0.808, -1.801], [-0.495, 2.747, -0.703], [0.811, 0.825, 1.080], [0.625, -1.747, -0.177], [1.617, -1.471, 1.265], [2.938, 0.281, -0.025], [2.106, -0.386, -1.564]]}



Relative to the most stable one, in kJ/mol, the structures come out at #1 44.3; #2 0.0; #3 172.5.



#1
{"formula": "C3H4N4O2", "method": "ωB97M-V/def2-TZVPD", "charge": 0, "e_homo_ev": -9.89, "lumo_ev": -0.96, "orbital_gap_ev": 8.93, "spin_multiplicity": 1, "species": ["O", "O", "C", "C", "N", "N", "C", "N", "N", "H", "H", "H", "H"], "positions_angstrom": [[2.427, -1.241, -0.210], [2.351, -0.156, 0.509], [1.449, 0.841, -0.096], [-0.161, 0.367, -0.051], [-0.501, -0.408, 1.101], [-1.751, -0.775, 1.144], [-2.535, -0.299, 0.036], [-2.188, 0.486, -1.118], [-0.936, 0.850, -1.150], [2.219, -1.992, 0.450], [1.547, 1.847, 0.541], [1.755, 1.147, -1.207], [-3.676, -0.666, 0.051]]}



#2
{"formula": "C3H4N4O2", "method": "ωB97M-V/def2-TZVPD", "charge": 0, "e_homo_ev": -9.77, "lumo_ev": 0.08, "orbital_gap_ev": 9.85, "spin_multiplicity": 1, "species": ["N", "N", "C", "N", "C", "O", "N", "C", "O", "H", "H", "H", "H"], "positions_angstrom": [[-0.802, -1.840, 0.835], [-0.269, -0.618, 0.406], [0.472, 0.128, 1.234], [0.922, 1.312, 0.985], [0.718, 1.919, -0.199], [1.073, 2.991, -0.567], [0.026, 1.006, -1.240], [-0.382, -0.253, -0.996], [-0.669, -1.101, -1.803], [-1.360, -2.236, 0.082], [-0.051, -2.487, 1.066], [0.781, -0.343, 2.158], [-0.458, 1.520, -1.963]]}



Relative to the most stable one, in kJ/mol, the structures come out at #1 729.5; #2 0.0.